C48H140O22 | wB97M-V/def2-TZVPD

Its charge is 0. As for the multiplicity: 1. The value obtained for the energy above the lowest of the compared OMol25 structures with the same formula, charge and spin is 591.0 kJ/mol. The HOMO-LUMO gap is 9.518 eV. The highest occupied orbital energy is -9.40 eV. The largest force on an atom comes out at 3.49 eV Å⁻¹. Its electronic energy is -97081.2838 eV. The molar mass is 1069.6 g/mol.

Geometry (Å):
O  22.1153  -12.4170  -22.9117
O  25.8715  -12.0816  -27.7093
O  28.0573  -9.2040  -27.7300
O  27.1724  -11.9715  -22.6639
O  27.8520  -4.8712  -36.2262
O  29.1637  -4.6900  -24.7715
O  22.6451  -4.2370  -27.3661
O  26.7627  -7.2876  -29.5442
O  28.6666  -11.8709  -27.9907
O  28.5962  -2.8195  -30.8268
O  22.7902  -7.4884  -19.5726
O  18.6633  -12.0389  -29.1372
O  31.0349  -4.4347  -30.8139
O  25.1656  -11.5707  -33.6143
O  18.8529  -10.3912  -34.5512
O  22.6447  -13.0595  -33.0583
O  19.2068  -5.2635  -30.1493
O  22.3269  -1.3745  -23.2401
O  24.3090  -6.8184  -28.3529
O  21.9028  -2.3524  -29.0724
O  18.6189  -7.3266  -22.3485
O  22.7826  -6.1650  -34.0811
C  25.6274  -11.7820  -32.3041
C  29.7972  -6.4775  -31.6336
C  20.2115  -10.3955  -28.6385
C  26.9378  -4.2009  -24.8852
C  28.6960  -2.4867  -25.6997
C  28.1744  -10.4053  -21.3325
C  24.0531  -6.4994  -21.3901
C  24.3044  -9.2610  -28.1207
C  22.5900  -4.8654  -25.0887
C  28.2859  -3.5670  -24.7137
C  23.7332  -11.4234  -24.4302
C  22.7589  -0.9064  -20.9746
C  20.5390  -5.7138  -30.3686
C  30.8898  -5.8848  -30.6259
C  29.0048  -8.5061  -26.9590
C  21.3857  -12.9877  -32.2859
C  23.4599  -5.9702  -32.8601
C  26.1560  -3.1209  -30.6420
C  19.3768  -9.1007  -34.3946
C  20.7013  -9.0173  -35.2594
C  24.0918  -7.8852  -27.4223
C  27.0394  -4.7063  -33.9218
C  23.2972  -8.9087  -21.2859
C  25.0224  -7.6555  -26.1908
C  24.2383  -2.5028  -22.2046
C  32.2445  -6.6045  -30.5403
C  19.2800  -10.8691  -29.6752
C  27.5768  -2.9375  -29.8910
C  22.8152  -1.9540  -22.0489
C  20.5082  -5.0532  -26.6211
C  19.4965  -7.2054  -23.4592
C  18.0700  -9.9035  -29.8424
C  19.8359  -8.8862  -32.8964
C  22.3847  -12.1524  -24.3051
C  22.6689  -2.6291  -30.2771
C  28.5119  -12.0372  -29.3553
C  28.7068  -7.0212  -26.7858
C  21.8006  -4.2693  -26.2209
C  21.2720  -11.2992  -24.9077
C  30.3892  -8.7730  -27.8501
C  27.1788  -10.5630  -22.4609
C  27.7737  -4.2018  -29.0774
C  27.2520  -9.8562  -23.7938
C  27.4330  -6.9820  -35.1188
C  22.9318  -7.4810  -20.9539
C  25.8196  -12.7062  -26.4255
C  26.9685  -5.5358  -35.2026
C  26.3999  -7.6863  -30.9051
H  28.0496  -11.1250  -20.5235
H  29.1715  -10.5456  -21.7500
H  23.0991  -1.1239  -19.9621
H  29.5663  -6.4662  -26.4098
H  18.7553  -8.2300  -34.6035
H  19.6369  -10.1856  -27.7364
H  26.0564  -7.7059  -26.5319
H  20.8650  -6.0559  -26.8567
H  29.1176  -12.6271  -27.6080
H  22.2193  -2.8192  -21.7585
H  21.0228  -7.9956  -35.4614
H  29.0171  -5.2262  -23.9888
H  19.8679  -11.0032  -30.5832
H  23.3627  -1.8034  -30.4352
H  28.1347  -2.4292  -31.5727
H  25.2823  -9.4371  -28.5688
H  28.1377  -9.3852  -20.9501
H  24.3973  -9.9761  -27.3033
H  21.0411  -11.0457  -28.3608
H  22.9955  -5.1654  -32.2903
H  27.6500  -10.4608  -24.6087
H  24.5608  -12.0760  -24.1522
H  25.5957  -3.9006  -30.1262
H  23.0352  -7.9135  -27.1561
H  24.8184  -6.1496  -20.6971
H  18.5029  -6.4155  -22.0692
H  30.2376  -3.9008  -30.7849
H  17.5925  -9.6417  -28.8982
H  21.3757  -10.3363  -24.4074
H  26.5067  -3.7744  -34.1115
H  23.1254  -7.0354  -34.2968
H  21.3305  -3.3247  -25.9474
H  28.3484  -3.0753  -23.7429
H  30.4271  -5.9851  -29.6441
H  24.6129  -12.3315  -33.8073
H  21.1184  -5.5585  -29.4585
H  26.0051  -5.3645  -35.6829
H  27.9083  -6.8038  -26.0764
H  22.6404  -6.6110  -19.2132
H  23.6677  -10.4984  -23.8574
H  22.9647  -5.8714  -25.2771
H  30.2215  -6.4268  -32.6363
H  27.5418  -3.9633  -36.1923
H  18.4726  -8.9559  -30.2001
H  23.5077  -4.3272  -24.8512
H  28.8584  -5.9237  -31.6293
H  22.9638  -9.1925  -22.2841
H  24.8573  -8.3790  -25.3924
H  31.2558  -8.6633  -27.1981
H  26.4486  -12.3711  -22.1759
H  22.3604  -13.1218  -24.8029
H  22.3205  -2.8374  -28.3569
H  24.8125  -12.9758  -26.1075
H  21.5419  -9.6124  -34.9023
H  29.6117  -1.9559  -25.4394
H  32.9820  -6.0091  -30.0019
H  24.8496  -6.6281  -25.8704
H  24.8043  -2.7388  -21.3035
H  26.2902  -9.4597  -24.1189
H  21.3045  -12.0726  -31.6991
H  26.1617  -12.0057  -25.6636
H  19.6307  -4.8301  -26.0142
H  26.3539  -3.3789  -25.2993
H  27.9910  -9.0929  -23.5502
H  23.8078  -11.1051  -25.4700
H  23.4546  -9.4817  -28.7666
H  22.6225  -9.4853  -20.6532
H  21.3850  -11.2031  -25.9876
H  26.8692  -4.9779  -25.6467
H  21.1751  -13.8016  -31.5921
H  18.8106  -5.3766  -31.0164
H  26.0234  -10.9115  -31.7812
H  27.0234  -4.4800  -28.3373
H  28.5065  -6.9939  -34.9300
H  28.3922  -6.6113  -27.7456
H  25.4994  -8.2961  -30.8320
H  23.2531  -3.5392  -30.1410
H  24.5337  -5.8887  -33.0291
H  28.5240  -2.8814  -26.7011
H  20.5929  -6.7639  -30.6558
H  22.0589  -2.7792  -31.1680
H  20.5476  -9.4529  -36.2467
H  19.6781  -8.2011  -23.8638
H  24.9080  -12.3340  -31.6991
H  22.6294  -13.8779  -33.5597
H  23.0656  -5.0737  -27.5774
H  20.6350  -9.4400  -28.9482
H  29.0885  -9.0371  -26.0108
H  28.4836  -10.0576  -27.8365
H  26.4087  -13.6142  -26.2968
H  24.3300  -3.3522  -22.8816
H  20.6060  -12.9043  -33.0430
H  24.3493  -9.1386  -21.1170
H  18.0082  -11.6810  -28.5336
H  26.4889  -4.5713  -23.9635
H  26.8147  -12.0997  -27.8870
H  18.1504  -10.4937  -35.1973
H  23.2732  -6.7911  -32.1677
H  21.8841  -4.9312  -24.2608
H  26.2324  -10.2635  -22.0107
H  17.2645  -10.3596  -30.4180
H  18.9572  -8.7658  -32.2628
H  27.9594  -12.9402  -29.6149
H  25.6152  -2.1746  -30.6541
H  21.9291  -7.2780  -21.3300
H  26.2362  -3.3562  -31.7033
H  23.4333  -0.1366  -21.3496
H  32.5867  -6.6374  -31.5747
H  26.5416  -5.2141  -33.0957
H  27.1006  -8.0738  -29.1092
H  27.9453  -1.6976  -25.7416
H  24.4761  -6.7946  -22.3503
H  30.4901  -7.9386  -28.5441
H  24.8931  -1.6907  -22.5205
H  27.1737  -7.5133  -34.2030
H  20.3958  -7.9552  -32.8087
H  27.7894  -5.0356  -29.7792
H  20.4636  -9.7308  -32.6124
H  18.9140  -6.7817  -24.2773
H  28.7086  -4.2305  -28.5176
H  28.0288  -11.2259  -29.8998
H  22.8689  -0.5974  -23.3952
H  27.2033  -8.2640  -31.3622
H  29.4779  -7.4864  -31.3725
H  26.1940  -6.8408  -31.5614
H  27.2806  -7.4424  -36.0949
H  27.7076  -2.0548  -29.2650
H  20.4164  -6.6256  -23.3843
H  21.3965  -13.0489  -22.8363
H  30.3723  -9.7793  -28.2688
H  32.2099  -7.5864  -30.0685
H  20.3493  -11.8109  -24.6342
H  29.4582  -12.1549  -29.8833
H  25.1685  -6.9060  -28.7713
H  23.6826  -5.5069  -21.6468
H  26.5690  -12.3086  -32.4593
H  28.0832  -4.5148  -33.6733
H  20.0784  -4.6671  -27.5453
H  21.0174  -5.1845  -31.1926
H  21.7281  -0.6658  -20.7146